a) ORCA calculation (ωB97M-V with the def2-TZVPD basis set) on an isolated molecule of C7H10N2S.

The multiplicity is 1. As for the total charge: 0. The value obtained for the gap between HOMO and LUMO (alpha / beta) is 6.8 / 7.4 eV.

```
20
C7H10N2S | the OMol25 dataset | ωB97M-V with the def2-TZVPD basis set
C 2.22 2.23 0.58
C 0.71 -0.19 -0.39
C 0.27 1.01 -0.47
C 3.53 0.24 0.04
C -1.14 1.65 -0.61
C 0.26 -2.42 0.80
C 1.04 -1.58 -0.29
N 3.10 1.23 0.56
N 1.30 2.26 -0.40
S 4.20 -1.13 -0.37
H 2.07 2.74 1.50
H -1.07 2.75 -1.06
H -1.43 2.04 0.40
H -1.88 1.09 -1.24
H -0.72 -2.34 0.49
H 0.34 -1.90 1.73
H 0.82 -3.43 1.15
H 0.69 -2.02 -1.16
H 2.19 -1.82 -0.15
H 0.72 3.05 -0.39
```

***

b) ORCA calculation (ωB97M-V with the def2-TZVPD basis set) on an isolated molecule of C7H10N2S.

The multiplicity is 1. As for the total charge: 0. The value obtained for the gap between HOMO and LUMO is 9.3 eV.

```
20
C7H10N2S | the OMol25 dataset | ωB97M-V with the def2-TZVPD basis set
C 0.05 -0.84 -0.06
C -0.13 0.05 -2.17
C 1.31 -0.07 -2.70
C 0.82 1.63 -0.91
C -1.65 -0.81 2.45
C -0.48 0.12 2.15
C 0.45 -0.46 1.11
N -0.34 -1.03 -1.20
N -0.26 1.29 -1.46
S 2.30 0.86 -1.48
H -0.88 -0.05 -2.95
H 1.64 -1.10 -2.74
H 1.43 0.41 -3.67
H 0.90 2.44 -0.21
H -1.30 -1.76 2.86
H -2.33 -0.35 3.17
H -2.21 -1.01 1.54
H -0.87 1.07 1.78
H 0.09 0.32 3.06
H 1.46 -0.70 1.41
```

***

Tell me which of them is the least stable. Sure, it is a).

***

a) ORCA calculation (ωB97M-V with the def2-TZVPD basis set) on an isolated molecule of C6H11N.

The multiplicity is 1. As for the total charge: 0. The value obtained for the gap between HOMO and LUMO is 11.0 eV.

```
18
C6H11N | the OMol25 dataset | ωB97M-V with the def2-TZVPD basis set
C -2.53 -0.24 -1.11
C -1.52 -0.05 0.03
C -0.07 -0.34 -0.41
C 0.98 -0.14 0.71
C 2.53 -0.11 0.31
C 1.20 1.24 1.14
N 1.68 2.28 1.35
H -3.56 -0.04 -0.77
H -2.32 0.44 -1.94
H -2.51 -1.26 -1.50
H -1.59 0.97 0.42
H -1.79 -0.72 0.86
H -0.01 -1.37 -0.78
H 0.18 0.32 -1.25
H 0.73 -0.80 1.56
H 2.63 -0.31 -0.76
H 2.78 1.04 0.62
H 3.07 -0.86 0.90
```

***

b) ORCA calculation (ωB97M-V with the def2-TZVPD basis set) on an isolated molecule of C6H11N.

The multiplicity is 1. As for the total charge: 0. The value obtained for the gap between HOMO and LUMO is 8.8 eV.

```
18
C6H11N | the OMol25 dataset | ωB97M-V with the def2-TZVPD basis set
C 0.59 1.38 -0.90
C -0.14 0.06 -0.68
C -0.35 -0.97 -1.52
N 0.16 -0.98 -2.85
C -0.75 -0.19 0.74
C 0.30 -0.07 1.83
C 0.06 -0.14 3.13
H 0.85 1.74 0.13
H 1.40 1.22 -1.57
H -0.13 2.13 -1.25
H -0.92 -1.83 -1.24
H 0.72 -0.16 -3.03
H -0.37 -1.37 -3.60
H -1.28 -1.13 0.69
H -1.44 0.60 1.03
H 1.26 0.41 1.56
H 0.77 0.00 3.91
H -0.72 -0.72 3.61
```

***

c) ORCA calculation (ωB97M-V with the def2-TZVPD basis set) on an isolated molecule of C6H11N.

The multiplicity is 1. As for the total charge: 0. The value obtained for the gap between HOMO and LUMO is 10.0 eV.

```
18
C6H11N | the OMol25 dataset | ωB97M-V with the def2-TZVPD basis set
C 1.59 0.37 0.14
C 1.49 -0.75 -0.89
C 0.35 -0.32 0.00
C -0.20 -1.30 0.99
C -1.82 0.97 0.00
C -0.72 0.33 -0.79
N 2.28 1.34 0.56
H 1.43 -0.46 -1.98
H 2.10 -1.68 -0.73
H 0.01 -2.45 0.73
H -1.26 -1.07 0.99
H 0.28 -1.09 1.99
H -2.68 0.24 0.21
H -2.00 1.94 -0.44
H -1.44 1.33 0.93
H -0.20 1.12 -1.43
H -1.04 -0.40 -1.57
H 1.83 1.84 1.28
```

***

d) ORCA calculation (ωB97M-V with the def2-TZVPD basis set) on an isolated molecule of C6H11N.

The multiplicity is 1. As for the total charge: 0. The value obtained for the gap between HOMO and LUMO is 6.8 eV.

```
18
C6H11N | the OMol25 dataset | ωB97M-V with the def2-TZVPD basis set
C -1.44 1.40 0.80
N -2.65 -0.68 -0.65
C -1.23 -0.74 -0.42
C -0.59 0.37 0.14
C 0.84 0.43 0.20
C 1.76 -0.51 -0.04
C 3.19 -0.14 -0.21
H -2.35 1.55 0.21
H -0.91 2.34 0.90
H -1.78 1.07 1.79
H -3.05 -1.59 -0.89
H -1.86 -1.35 0.37
H -0.59 -1.15 -1.20
H 1.28 1.39 0.45
H 1.39 -1.53 -0.13
H 3.36 0.54 -1.04
H 3.81 -1.01 -0.48
H 3.68 0.25 0.69
```

***

Tell me which of them is the least stable. Sure, it is d).

***

a) ORCA calculation (ωB97M-V with the def2-TZVPD basis set) on a cluster of 2 separate species, C6H11N in total.

The multiplicity is 1. As for the total charge: 0. The value obtained for the gap between HOMO and LUMO is 11.4 eV.

```
18
C6H11N | the OMol25 dataset | ωB97M-V with the def2-TZVPD basis set
C 1.24 -0.06 1.23
C 0.45 0.78 0.26
C 1.09 1.37 -0.98
C 0.12 -0.70 0.48
C -1.22 -1.00 1.14
C -1.54 -0.40 -2.25
N -2.51 -0.45 -2.88
H -0.68 -0.34 -1.60
H 1.18 0.12 2.31
H 2.23 -0.33 0.88
H -0.28 1.44 0.73
H 1.62 2.29 -0.71
H 0.35 1.65 -1.74
H 1.81 0.69 -1.44
H 0.42 -1.42 -0.29
H -1.93 -1.40 0.40
H -1.16 -1.71 1.97
H -1.68 -0.07 1.52
```

***

b) ORCA calculation (ωB97M-V with the def2-TZVPD basis set) on an isolated molecule of C6H11N.

The multiplicity is 1. As for the total charge: 0. The value obtained for the gap between HOMO and LUMO is 11.9 eV.

```
18
C6H11N | the OMol25 dataset | ωB97M-V with the def2-TZVPD basis set
C -1.35 1.41 -0.26
C -0.56 0.22 0.34
C -1.41 -1.03 0.00
C 1.05 0.25 -0.13
C 2.21 -0.28 0.80
C 0.93 -0.59 -1.30
N 0.53 -1.36 -2.07
H -1.26 2.32 0.33
H -2.43 1.22 -0.38
H -0.98 1.59 -1.27
H -0.55 0.25 1.43
H -2.28 -0.87 0.65
H -0.98 -2.01 0.23
H -1.80 -1.07 -1.03
H 1.35 1.28 -0.42
H 3.21 -0.23 0.32
H 2.30 0.29 1.73
H 2.07 -1.33 1.05
```

***

Tell me which of them is the least stable. Sure, it is a).

***

a) ORCA calculation (ωB97M-V with the def2-TZVPD basis set) on an isolated molecule of C6H11N.

The multiplicity is 1. As for the total charge: 0. The value obtained for the gap between HOMO and LUMO is 10.6 eV.

```
18
C6H11N | the OMol25 dataset | ωB97M-V with the def2-TZVPD basis set
C 2.18 0.40 -0.04
C 1.14 -0.68 -0.33
C -0.35 -0.25 -0.41
C -2.13 -0.75 1.67
C -0.59 0.99 -1.27
C -1.04 -0.17 0.91
N -1.15 0.38 2.03
H 2.17 1.18 -0.81
H 3.18 -0.04 -0.05
H 2.03 0.88 0.93
H 1.23 -1.47 0.42
H 1.38 -1.14 -1.30
H -2.01 -1.69 2.20
H -3.17 -0.46 1.47
H -0.87 -1.08 -0.90
H -1.64 1.30 -1.23
H 0.02 1.85 -0.98
H -0.36 0.75 -2.32
```

***

b) ORCA calculation (ωB97M-V with the def2-TZVPD basis set) on an isolated molecule of C6H11N.

The multiplicity is 1. As for the total charge: 0. The value obtained for the gap between HOMO and LUMO is 8.7 eV.

```
18
C6H11N | the OMol25 dataset | ωB97M-V with the def2-TZVPD basis set
C -1.47 -2.23 -0.61
N -1.41 -0.91 -0.05
C -0.21 -0.06 -0.12
C -0.37 1.25 -0.10
C 0.53 2.35 0.18
C 1.59 2.27 1.01
C 1.02 -0.91 -0.11
H -0.82 -2.23 -1.54
H -2.51 -2.37 -0.81
H -1.19 -2.97 0.11
H -2.30 -0.52 -0.25
H -1.45 1.54 0.06
H 0.30 3.32 -0.26
H 2.24 3.23 0.97
H 2.04 1.50 1.66
H 1.90 -0.22 -0.20
H 1.24 -1.36 0.89
H 0.88 -1.67 -0.84
```

***

c) ORCA calculation (ωB97M-V with the def2-TZVPD basis set) on an isolated molecule of C6H11N.

The multiplicity is 1. As for the total charge: 0. The value obtained for the gap between HOMO and LUMO is 12.1 eV.

```
18
C6H11N | the OMol25 dataset | ωB97M-V with the def2-TZVPD basis set
C -2.20 0.39 -0.71
C -1.38 -0.73 -0.07
C 0.10 -0.67 -0.46
C 0.97 -0.03 0.64
C 2.46 0.02 0.28
C 0.47 1.32 0.97
N 0.03 2.36 1.21
H -1.68 1.35 -0.65
H -2.40 0.18 -1.77
H -3.17 0.50 -0.21
H -1.48 -0.66 1.03
H -1.80 -1.70 -0.35
H 0.51 -1.67 -0.64
H 0.23 -0.11 -1.39
H 0.85 -0.63 1.55
H 2.82 -0.99 0.08
H 2.62 0.63 -0.62
H 3.05 0.45 1.10
```

***

d) ORCA calculation (ωB97M-V with the def2-TZVPD basis set) on an isolated molecule of C6H11N.

The multiplicity is 1. As for the total charge: 0. The value obtained for the gap between HOMO and LUMO is 12.3 eV.

```
18
C6H11N | the OMol25 dataset | ωB97M-V with the def2-TZVPD basis set
C -2.46 -0.18 -1.04
C -1.45 -0.04 0.10
C -0.01 -0.20 -0.38
C 1.04 -0.08 0.73
C 2.48 -0.24 0.21
C 1.00 1.24 1.38
N 1.07 2.30 1.84
H -3.49 -0.06 -0.67
H -2.30 0.57 -1.81
H -2.39 -1.17 -1.51
H -1.57 0.94 0.57
H -1.66 -0.79 0.87
H 0.12 -1.19 -0.85
H 0.22 0.54 -1.16
H 0.84 -0.84 1.49
H 2.57 -1.07 -0.49
H 2.81 0.67 -0.32
H 3.18 -0.41 1.04
```

***

Tell me which of them is the least stable. Sure, it is b).